Molecular formula: C10H9F2N2
Method: DFT, wB97M-V/def2-TZVPD

Last column: Mulliken charge in e.
Element x y z (Å)
1 C 1.07800 0.90618 -2.56898  -0.221
2 C 2.13890 1.03716 -1.66609  -0.680
3 C -0.09505 0.31608 -2.14975  -0.915
4 C 1.97197 0.63390 -0.36339  0.032
5 C -0.19804 -0.15388 -0.83809  1.166
6 C -0.04241 -1.62802 1.52089  -0.768
7 C 0.53190 -0.24374 1.43721  -0.004
8 C -1.03116 -1.88542 0.65321  -0.327
9 C -0.52846 0.82463 1.73947  -0.522
10 C -1.32426 -0.86210 -0.31276  -0.777
11 N 0.82441 0.06216 0.03499  0.054
12 N -1.64975 0.64256 1.17948  0.308
13 F -2.54543 1.60737 1.00468  -0.169
14 F -2.82330 -0.51301 1.95307  -0.451
15 H 1.18174 1.24896 -3.58614  0.449
16 H 3.08337 1.44764 -1.98662  0.418
17 H -0.93067 0.17986 -2.81802  0.442
18 H 2.75122 0.74378 0.37513  0.380
19 H 0.28699 -2.29480 2.29565  0.449
20 H 1.41558 -0.09747 2.05659  0.642
21 H -1.61426 -2.78908 0.67553  0.480
22 H -0.25382 1.72482 2.26518  0.438
23 H -2.22747 -0.90757 -0.90124  0.575

HOMO energy (alpha / beta): -13.47 / -12.08 eV
Kohn-Sham gap (alpha / beta): 7.70 / 6.50 eV
LUMO level (alpha / beta): -5.770 / -5.580 eV
spin multiplicity: 1
charge: +1
DFT total energy: -695.20959 Eh